Density functional theory data (the ωB97M-V functional and the def2-TZVPD basis) for an isolated ion of composition C5H13N4O and charge +1 in a non-equilibrium geometry.

Each line ends with the Löwdin charge.
Atoms and positions in Å:
C 0.12 -0.11 -1.09  -0.32
C 0.08 -1.47 -0.46  -0.31
C -0.51 -1.48 0.86  0.01
C 0.49 2.20 -1.19  0.06
C 0.33 2.14 1.62  -0.16
N 0.43 0.93 -0.41  -0.13
N 0.61 0.94 0.89  -0.07
N 0.01 -2.06 1.96  0.25
N -0.63 -2.36 -1.40  0.05
O -0.06 -0.01 -2.39  0.12
H 1.16 -1.97 -0.36  0.21
H -1.47 -1.02 0.88  0.15
H 0.99 2.93 -0.63  0.07
H 0.75 1.97 -2.28  0.15
H -0.44 2.60 -1.01  0.08
H -0.84 2.54 1.53  0.13
H 0.42 1.92 2.74  0.09
H 0.90 2.98 1.26  0.05
H 0.96 -2.17 1.93  0.10
H -0.49 -2.27 2.74  0.10
H -1.68 -2.05 -1.38  0.16
H -0.60 -3.41 -1.21  0.14
H -0.52 -0.80 -2.61  0.08

2S+1: 1
HOMO-LUMO gap (spin up / spin down), eV: 6.1 / 6.1
Net charge: +1


Density functional theory data (the ωB97M-V functional and the def2-TZVPD basis) for a 2-piece molecular cluster, CH4N5 overall in a non-equilibrium geometry.

Each line ends with the Löwdin charge.
Atoms and positions in Å:
C 0.69 0.71 -1.05  0.06
N -2.43 -0.36 2.09  0.23
N -2.09 -0.12 0.90  0.15
N -0.34 -0.88 1.78  0.18
N -1.31 -0.92 2.63  0.12
N -0.83 -0.33 0.71  0.10
H 0.80 -0.13 -1.58  -0.06
H -0.02 1.43 -1.36  -0.01
H 1.46 0.79 -0.21  0.03
H -1.10 -1.43 3.48  0.21

2S+1: 3
HOMO-LUMO gap (spin up / spin down), eV: 5.2 / 4.7
Net charge: +1
⟨S²⟩: 2.02


Density functional theory data (the ωB97M-V functional and the def2-TZVPD basis) for a 2-piece molecular cluster, CH2N2OS overall in a non-equilibrium geometry.

Each line ends with the Löwdin charge.
Atoms and positions in Å:
C 1.52 1.35 -0.36  -0.54
N -1.68 -2.89 0.81  0.22
N -1.82 -1.83 0.43  -0.31
O -2.09 -0.75 0.12  0.04
S 0.02 1.55 0.19  0.65
H 2.10 0.40 -0.44  0.03
H 1.95 2.16 -0.74  -0.08

2S+1: 1
SMILES: N#[N+][O-].C=S
HOMO-LUMO gap, eV: 8.5


Density functional theory data (the ωB97M-V functional and the def2-TZVPD basis) for an isolated molecule of C2H4INO2 in a non-equilibrium geometry.

Each line ends with the Löwdin charge.
Atoms and positions in Å:
C 0.54 0.37 0.25  -0.59
C -0.54 -0.65 -0.64  -0.82
N 0.53 0.36 1.56  0.17
O 1.32 1.02 -0.37  0.07
O -0.22 -0.65 -1.93  -0.13
I -2.48 0.10 -0.19  0.88
H -0.31 -1.74 -0.36  0.12
H -0.28 0.03 2.01  0.07
H 1.21 1.00 1.94  0.13
H 0.23 0.15 -2.29  0.12

2S+1: 3
HOMO-LUMO gap (spin up / spin down), eV: 5.8 / 6.1
⟨S²⟩: 2.01


Density functional theory data (the ωB97M-V functional and the def2-TZVPD basis) for C61H53Cl3GeN3O7S3Sr as an isolated structure in a non-equilibrium geometry.

Each line ends with the Löwdin charge.
Atoms and positions in Å:
Sr -1.15 -0.30 -0.64  1.36
O -6.01 -1.39 -0.84  0.01
C -4.68 -1.04 -0.58  -0.40
O -4.11 -0.42 -1.64  -0.24
C -4.12 -1.39 0.60  -0.24
C -4.89 -2.07 1.63  -0.05
C -4.30 -2.42 2.80  -0.13
C -2.92 -2.11 3.02  -0.09
C -2.23 -1.46 2.01  -0.28
N -2.76 -1.11 0.83  -0.06
C -0.79 -1.03 2.25  -0.63
O -0.33 -1.16 3.39  -0.01
O -0.15 -0.55 1.26  -0.30
H -6.20 -1.02 -1.71  0.08
H -5.93 -2.28 1.44  0.09
H -4.87 -2.92 3.58  0.08
H -2.41 -2.35 3.94  0.08
C 1.28 -4.27 4.30  -0.04
C 0.94 -4.01 2.86  -0.26
C 1.76 -3.19 2.08  -0.02
C 1.49 -2.97 0.75  -0.07
C 0.40 -3.61 0.17  -0.40
C -0.45 -4.40 0.93  -0.06
C -0.18 -4.59 2.27  -0.03
S 0.00 -3.45 -1.56  1.12
O -0.49 -2.05 -1.77  -0.75
C 1.70 -3.54 -2.18  -0.28
C 2.57 -4.47 -1.59  -0.06
C 3.86 -4.59 -2.02  -0.01
C 4.36 -3.75 -3.04  -0.15
C 5.72 -3.76 -3.43  -0.03
C 6.18 -2.92 -4.41  -0.08
C 5.29 -2.04 -5.06  -0.07
C 3.96 -2.03 -4.72  -0.01
C 3.47 -2.87 -3.70  -0.11
C 2.11 -2.79 -3.27  -0.15
C 1.16 -1.93 -4.03  -0.14
C 0.60 -2.46 -5.22  -0.09
C 0.95 -3.74 -5.72  -0.01
C 0.36 -4.25 -6.84  -0.08
C -0.62 -3.51 -7.53  -0.08
C -0.98 -2.27 -7.08  -0.03
C -0.40 -1.72 -5.92  -0.14
C -0.80 -0.47 -5.41  0.01
C -0.24 0.04 -4.27  -0.04
C 0.76 -0.68 -3.59  -0.28
S 1.31 -0.04 -1.99  0.96
O 2.62 -0.65 -1.67  -0.43
C 1.68 1.60 -2.64  -0.36
C 0.83 2.65 -2.34  -0.08
C 1.08 3.91 -2.87  -0.03
C 2.18 4.13 -3.69  -0.27
C 2.46 5.49 -4.25  -0.05
C 3.04 3.06 -3.95  -0.03
C 2.80 1.80 -3.43  -0.05
H 1.74 -3.39 4.74  0.07
H 1.99 -5.10 4.37  0.08
H 0.39 -4.52 4.87  0.08
H 2.60 -2.69 2.55  0.12
H 2.13 -2.33 0.16  0.11
H -1.32 -4.86 0.47  0.12
H -0.84 -5.20 2.87  0.12
H 2.21 -5.10 -0.79  0.12
H 4.53 -5.30 -1.56  0.12
H 6.40 -4.43 -2.92  0.11
H 7.22 -2.91 -4.67  0.10
H 5.66 -1.38 -5.83  0.10
H 3.28 -1.36 -5.23  0.12
H 1.71 -4.31 -5.19  0.12
H 0.64 -5.23 -7.19  0.10
H -1.08 -3.93 -8.41  0.10
H -1.74 -1.70 -7.60  0.11
H -1.57 0.09 -5.93  0.11
H -0.56 0.99 -3.88  0.09
H -0.03 2.49 -1.69  0.11
H 0.41 4.73 -2.64  0.12
H 1.53 6.03 -4.42  0.08
H 3.00 5.42 -5.20  0.07
H 3.06 6.08 -3.56  0.08
H 3.91 3.22 -4.58  0.11
H 3.47 0.97 -3.63  0.11
C -5.45 1.11 -3.93  -0.23
Ge -4.07 2.04 -2.84  0.81
C -2.71 2.68 -4.15  -0.23
C -4.90 3.72 -2.14  -0.24
C -3.39 0.88 -1.38  -0.41
H -5.74 1.71 -4.80  0.00
H -6.35 0.91 -3.34  0.00
H -5.05 0.16 -4.27  0.01
H -3.09 3.50 -4.76  0.01
H -2.43 1.87 -4.83  -0.02
H -1.81 3.02 -3.63  -0.01
H -5.22 4.38 -2.95  0.00
H -4.17 4.26 -1.52  0.00
H -5.76 3.50 -1.51  0.00
H -3.90 1.31 -0.50  -0.01
Cl -2.13 1.86 10.05  0.67
C -1.33 2.34 8.60  -0.67
C -1.87 2.01 7.37  -0.09
C -1.22 2.42 6.21  -0.01
C -0.05 3.17 6.25  -0.18
C 0.62 3.69 4.99  -0.28
C -0.37 4.25 3.94  -0.07
N -1.05 3.36 3.03  -0.07
C -2.39 3.06 3.01  -0.08
C -2.60 2.30 1.89  -0.12
N -1.43 2.14 1.21  0.07
C -0.52 2.76 1.93  -0.15
O 1.57 2.84 4.35  -0.10
C 1.60 1.42 4.63  -0.12
C 2.46 1.12 5.83  -0.30
C 2.18 0.29 6.88  -0.98
Cl 0.80 -0.68 7.14  0.69
S 3.45 0.25 8.05  0.96
C 4.38 1.37 7.13  -0.43
C 3.74 1.74 6.00  -0.16
C 0.47 3.47 7.51  -0.57
Cl 1.94 4.37 7.69  0.74
C -0.15 3.06 8.68  -0.13
H -2.78 1.43 7.31  0.12
H -1.64 2.12 5.26  0.11
H 1.19 4.57 5.29  0.11
H 0.21 4.94 3.33  0.13
H -1.13 4.82 4.48  0.13
H -3.07 3.43 3.76  0.11
H -3.52 1.87 1.53  0.10
H 0.53 2.82 1.69  0.13
H 2.08 0.99 3.75  0.14
H 0.62 0.97 4.69  0.10
H 5.34 1.69 7.50  0.06
H 4.14 2.44 5.28  0.12
H 0.28 3.30 9.64  0.10

2S+1: 1
HOMO-LUMO gap, eV: 3.3
Net charge: -1


Density functional theory data (the ωB97M-V functional and the def2-TZVPD basis) for a 11-piece molecular cluster, C34H97N11O11 overall in a non-equilibrium geometry.

Each line ends with the Löwdin charge.
Atoms and positions in Å:
C -1.24 2.09 -5.15  -0.05
C -0.67 2.22 -3.74  -0.42
C -0.28 3.65 -3.38  -0.20
O -1.48 4.40 -3.54  -0.20
C -1.42 5.69 -2.95  -0.09
N -1.67 1.76 -2.76  0.08
H -2.04 2.82 -5.26  0.08
H -1.66 1.12 -5.41  0.06
H -0.41 2.35 -5.82  0.08
H 0.26 1.66 -3.59  0.12
H 0.60 4.02 -3.92  0.11
H 0.09 3.65 -2.34  0.10
H -1.18 5.58 -1.89  0.09
H -2.44 6.06 -3.02  0.08
H -0.78 6.41 -3.46  0.09
H -1.88 0.79 -2.98  0.03
H -2.43 2.41 -2.90  0.06
C -6.06 -1.39 -5.59  -0.07
C -6.56 -0.05 -4.99  -0.42
C -5.43 0.97 -4.78  -0.20
O -4.40 0.51 -3.93  -0.20
C -4.78 0.28 -2.61  -0.10
N -7.59 0.44 -5.94  0.02
H -5.26 -1.08 -6.26  0.08
H -6.82 -2.06 -5.98  0.07
H -5.51 -2.03 -4.89  0.07
H -7.09 -0.27 -4.06  0.13
H -5.90 1.80 -4.25  0.12
H -5.03 1.32 -5.73  0.13
H -5.34 1.12 -2.18  0.09
H -3.84 0.16 -2.07  0.07
H -5.32 -0.66 -2.46  0.09
H -8.33 -0.24 -5.97  0.06
H -7.22 0.47 -6.88  0.07
C 5.42 -4.40 2.58  -0.05
C 5.66 -3.47 1.37  -0.37
C 4.39 -2.70 0.99  -0.19
O 3.50 -3.68 0.47  -0.17
C 2.26 -3.13 0.12  -0.12
N 6.69 -2.59 1.97  0.01
H 4.57 -5.05 2.40  0.04
H 5.19 -3.92 3.54  0.07
H 6.32 -4.96 2.85  0.08
H 6.01 -4.06 0.51  0.14
H 4.66 -1.96 0.23  0.13
H 3.91 -2.31 1.89  0.10
H 1.78 -3.59 -0.75  0.08
H 2.16 -2.05 -0.06  0.06
H 1.59 -3.27 0.98  0.07
H 6.98 -1.87 1.30  0.09
H 7.52 -3.12 2.19  0.08
C 0.74 -7.22 2.76  -0.09
C 1.40 -5.88 2.88  -0.42
C 0.39 -4.86 3.49  -0.20
O 1.09 -3.63 3.67  -0.22
C 0.16 -2.64 4.11  -0.09
N 2.60 -5.93 3.76  0.08
H -0.25 -7.14 2.30  0.08
H 0.62 -7.65 3.76  0.08
H 1.29 -7.97 2.19  0.08
H 1.61 -5.59 1.85  0.13
H 0.16 -5.27 4.49  0.13
H -0.57 -4.85 2.97  0.12
H 0.55 -1.63 4.09  0.07
H -0.04 -2.84 5.17  0.10
H -0.73 -2.64 3.48  0.08
H 3.32 -5.49 3.20  0.01
H 2.34 -5.16 4.38  0.05
C 2.95 0.49 2.72  -0.07
C 3.97 0.05 3.77  -0.40
C 3.38 -1.22 4.46  -0.19
O 4.24 -1.56 5.54  -0.20
C 3.94 -2.73 6.25  -0.11
N 5.25 -0.22 3.14  0.05
H 1.97 0.82 3.08  0.06
H 2.77 -0.16 1.87  0.05
H 3.44 1.37 2.29  0.08
H 4.13 0.80 4.55  0.14
H 3.38 -2.09 3.80  0.11
H 2.43 -0.91 4.90  0.11
H 4.66 -2.85 7.06  0.09
H 3.97 -3.62 5.62  0.07
H 2.94 -2.60 6.69  0.09
H 5.95 -0.16 3.88  0.07
H 5.47 -1.14 2.76  0.01
C 4.61 4.38 -3.90  -0.07
C 3.42 3.80 -3.16  -0.47
C 3.64 2.42 -2.52  -0.16
O 2.34 1.96 -2.11  -0.22
C 2.30 1.06 -1.00  -0.08
N 2.91 4.78 -2.19  0.07
H 4.53 5.43 -4.19  0.08
H 5.02 3.75 -4.68  0.08
H 5.36 4.52 -3.11  0.08
H 2.71 3.51 -3.95  0.12
H 4.38 2.44 -1.71  0.13
H 3.84 1.81 -3.41  0.13
H 3.30 0.75 -0.70  0.08
H 1.66 0.24 -1.33  0.08
H 1.88 1.59 -0.14  0.08
H 2.03 4.32 -1.92  0.02
H 2.52 5.54 -2.74  0.08
C -2.32 2.33 3.28  -0.07
C -0.84 2.53 2.94  -0.43
C -0.52 3.52 1.83  -0.19
O 0.89 3.68 1.82  -0.23
C 1.31 4.61 0.81  -0.08
N -0.18 2.89 4.21  0.04
H -2.82 3.28 3.46  0.08
H -2.46 1.75 4.19  0.08
H -2.84 1.87 2.43  0.06
H -0.53 1.51 2.67  0.11
H -0.89 4.53 2.06  0.14
H -0.86 3.07 0.90  0.12
H 2.40 4.56 0.83  0.09
H 0.92 5.57 1.17  0.09
H 0.99 4.38 -0.21  0.05
H 0.23 2.02 4.56  0.06
H 0.67 3.40 3.97  0.06
C -3.74 3.78 -0.21  -0.08
C -4.48 4.32 -1.42  -0.31
O -5.07 5.58 -1.06  -0.08
H -4.45 3.57 0.60  0.08
H -3.18 4.64 0.17  0.07
H -3.03 2.96 -0.31  0.05
H -5.34 3.71 -1.71  0.10
H -3.77 4.42 -2.24  0.08
H -4.89 6.24 -1.73  0.07
C -0.15 -1.00 0.71  -0.09
C -1.54 -0.42 0.66  -0.32
O -2.40 -1.23 -0.10  -0.08
H 0.05 -1.30 -0.32  0.06
H -0.08 -1.96 1.22  0.06
H 0.68 -0.38 1.07  0.06
H -1.43 0.58 0.22  0.10
H -1.93 -0.24 1.66  0.09
H -2.11 -1.18 -1.02  0.02
C -0.73 -2.03 -3.51  -0.62
O -1.50 -1.42 -2.75  0.01
N -0.05 -3.16 -3.16  0.18
N -0.51 -1.56 -4.77  0.18
H -0.13 -3.68 -2.32  0.10
H 0.52 -3.52 -3.91  0.09
H 0.25 -2.03 -5.24  0.10
H -0.86 -0.65 -5.00  0.08
C -4.67 -1.97 3.01  -0.67
O -4.23 -0.82 3.10  0.01
N -4.04 -2.88 2.21  0.16
N -5.77 -2.46 3.65  0.15
H -4.40 -3.81 2.15  0.09
H -3.22 -2.50 1.76  0.08
H -6.16 -3.32 3.32  0.09
H -6.30 -1.85 4.24  0.10

2S+1: 1
SMILES: COC[C@H](C)N.COC[C@H](C)N.COC[C@H](C)N.COC[C@H](C)N.COC[C@H](C)N.COC[C@H](C)N.COC[C@H](C)N.NC(N)=O.NC(N)=O.CCO.CCO
HOMO-LUMO gap, eV: 8.9


What did the fourth record say?
Density functional theory data (the ωB97M-V functional and the def2-TZVPD basis) for an isolated molecule of C2H4INO2 in a non-equilibrium geometry.

Each line ends with the Löwdin charge.
Atoms and positions in Å:
C 0.54 0.37 0.25  -0.59
C -0.54 -0.65 -0.64  -0.82
N 0.53 0.36 1.56  0.17
O 1.32 1.02 -0.37  0.07
O -0.22 -0.65 -1.93  -0.13
I -2.48 0.10 -0.19  0.88
H -0.31 -1.74 -0.36  0.12
H -0.28 0.03 2.01  0.07
H 1.21 1.00 1.94  0.13
H 0.23 0.15 -2.29  0.12

2S+1: 3
HOMO-LUMO gap (spin up / spin down), eV: 5.8 / 6.1
⟨S²⟩: 2.01


> Which formula does entry 5 have?

C61H53Cl3GeN3O7S3Sr